Entry 1:
This record from the OMol25 dataset describes a cluster of 4 separate species, C30H55BN3O3 in total at a distorted geometry. The level of theory is ωB97M-V with the def2-TZVPD basis set.

Cartesian coordinates (Å):
1 C -1.18667 -5.48336 2.62696
2 O -2.59848 -5.16258 2.47303
3 B -2.81213 -3.97735 1.74756
4 O -2.38924 -3.88948 0.40841
5 N -3.55351 -2.87004 2.47949
6 C -4.78387 -2.23961 2.07477
7 N -5.43233 -2.62586 0.81493
8 C -4.87077 -1.90696 -0.08686
9 O -4.12520 -1.42796 -0.85339
10 C -5.27546 -1.22398 3.02335
11 N -4.21948 -1.27109 4.01286
12 C -3.24425 -2.21327 3.67930
13 C -1.95450 -2.45532 4.58560
14 C -0.85755 -1.43940 4.01489
15 C -1.17753 0.04044 3.84512
16 C -0.21961 1.03469 3.27865
17 C 1.16445 0.54225 2.87303
18 C 1.54040 -0.93987 3.04674
19 C 0.51883 -1.88615 3.62016
20 H -0.50999 -4.60574 2.38420
21 H -0.97811 -6.38990 1.97135
22 H -0.99945 -5.83279 3.69576
23 H -1.75000 -3.16217 0.25984
24 H -6.20458 -0.58818 3.00599
25 H -4.19738 -0.69014 4.85388
26 H -2.24887 -2.23396 5.65251
27 H -1.61334 -3.52959 4.51512
28 H -2.20170 0.37005 4.17348
29 H -0.50033 2.12256 3.15834
30 H 1.88779 1.30037 2.46452
31 H 2.57333 -1.23166 2.71140
32 H 0.77092 -2.97396 3.77124
33 C 0.19177 3.65809 -3.12512
34 C -0.64287 2.38357 -3.11461
35 C -2.05919 2.59143 -2.57654
36 C -2.14374 3.05326 -1.11980
37 C -1.46588 2.13331 -0.10482
38 C -2.08233 0.74157 -0.04876
39 H 0.34294 4.05081 -2.11712
40 H 1.17750 3.45883 -3.55228
41 H -0.28675 4.43244 -3.72963
42 H -0.12464 1.60910 -2.54042
43 H -0.71566 2.00820 -4.13960
44 H -2.62029 1.65830 -2.69649
45 H -2.57104 3.33045 -3.20268
46 H -3.20137 3.15860 -0.85219
47 H -1.71195 4.05509 -1.02876
48 H -1.54867 2.59061 0.88722
49 H -0.39504 2.05114 -0.31568
50 H -3.14494 0.79760 0.20383
51 H -1.58396 0.13838 0.71741
52 H -1.98104 0.21636 -1.00059
53 C 4.64050 0.23844 5.19442
54 C 4.33574 1.70188 4.99610
55 C 4.83864 2.24650 3.65927
56 C 6.35562 2.20345 3.45882
57 C 7.17467 2.94429 4.51581
58 C 6.88962 4.44051 4.56051
59 H 5.71338 0.03655 5.21530
60 H 4.22499 -0.10841 6.14395
61 H 4.19217 -0.35012 4.38934
62 H 4.74722 2.28596 5.82417
63 H 3.24850 1.83314 5.03852
64 H 4.48627 3.27714 3.54735
65 H 4.36809 1.67822 2.84721
66 H 6.58513 2.62421 2.47356
67 H 6.68924 1.16097 3.42314
68 H 8.23694 2.79978 4.29458
69 H 7.00617 2.50975 5.50611
70 H 7.09332 4.90382 3.59148
71 H 7.52605 4.92419 5.30540
72 H 5.85150 4.64648 4.83002
73 C 0.35665 -1.96426 -8.97136
74 C -0.76164 -2.59017 -8.14753
75 C -2.03904 -1.74934 -8.12261
76 C -1.89683 -0.36338 -7.48815
77 C -1.39022 -0.35444 -6.04592
78 C -2.32273 -1.06782 -5.07448
79 H 0.67486 -1.00476 -8.55786
80 H 1.22850 -2.62289 -8.98439
81 H 0.03825 -1.80678 -10.00479
82 H -0.40739 -2.77854 -7.12946
83 H -1.00134 -3.56932 -8.57501
84 H -2.81898 -2.31189 -7.59896
85 H -2.39998 -1.62297 -9.14932
86 H -2.87270 0.13386 -7.52390
87 H -1.22679 0.25018 -8.09912
88 H -1.28331 0.68571 -5.72288
89 H -0.39135 -0.79798 -5.98704
90 H -3.31680 -0.61223 -5.08471
91 H -1.93101 -0.99954 -4.05532
92 H -2.42615 -2.12730 -5.31788

Results
* total charge: +1

***

Entry 2:
This record from the OMol25 dataset describes a structure of composition C30H55Cl2N2NbO4P2Si4 at a distorted geometry. The level of theory is ωB97M-V with the def2-TZVPD basis set.

Cartesian coordinates (Å):
1 Nb 2.79990 0.90796 -2.02401
2 O 3.90090 2.20564 -0.96263
3 C 5.19463 1.63477 -1.61495
4 O 2.38886 2.86061 -2.87070
5 C 1.55131 3.15083 -4.01918
6 H 5.33538 2.06657 -2.61739
7 H 5.12777 0.52437 -1.60929
8 H 5.97048 1.98211 -0.92333
9 H 1.94106 4.06435 -4.48232
10 H 0.52236 3.28466 -3.65861
11 H 1.62901 2.30294 -4.70489
12 C 3.76433 3.71409 -1.04953
13 C 3.11010 4.06673 -2.35939
14 H 4.77559 4.11610 -0.96331
15 H 3.13779 3.95017 -0.18598
16 H 3.83835 4.32122 -3.13918
17 H 2.36863 4.86015 -2.24499
18 Cl 0.47350 0.94317 -2.04159
19 Cl 3.30494 0.06357 -3.99497
20 N -2.10826 0.19826 -0.05561
21 P 0.16046 2.56966 1.28882
22 P -0.68835 -1.64234 -2.36775
23 C -2.35021 -2.16021 -2.10934
24 C 0.51012 -2.66006 -1.48357
25 C -1.22807 2.14922 2.29117
26 C 1.66461 1.80143 1.93098
27 Si 2.19151 0.00686 1.43178
28 H 1.57728 1.83941 3.04265
29 H 2.50714 2.47442 1.67843
30 C 2.62473 -1.04665 3.00656
31 C 4.12093 0.49864 1.57697
32 Si 2.18235 -2.06184 -0.75383
33 H 0.73714 -3.51633 -2.15365
34 H -0.01514 -3.07201 -0.59128
35 C 3.63026 -2.64869 -1.79892
36 C 2.35528 -3.28426 0.68988
37 Si -3.05431 -0.98711 -0.74118
38 H -2.33318 -3.21909 -1.79298
39 H -2.91931 -2.05735 -3.05136
40 C -3.77162 -2.22688 0.49356
41 C -4.63502 -0.36062 -1.58490
42 Si -2.50130 1.43369 0.98285
43 H -1.61044 3.08348 2.73722
44 H -0.95340 1.43413 3.08435
45 C -0.28186 -1.56788 -4.11498
46 C 0.68098 -2.40754 -4.69796
47 H 1.03905 -3.28626 -4.16150
48 C 1.19033 -2.09918 -5.95341
49 H 1.97219 -2.72883 -6.38358
50 C 0.71093 -0.99385 -6.66166
51 H 1.12380 -0.75467 -7.64297
52 C -0.31764 -0.21338 -6.12282
53 H -0.72300 0.62668 -6.69510
54 C -0.82731 -0.50055 -4.86745
55 H -1.63036 0.10734 -4.44726
56 C 0.45845 4.32794 1.12275
57 C 0.18441 4.95618 -0.11667
58 H -0.18776 4.35700 -0.95207
59 C 0.35902 6.33011 -0.24110
60 H 0.08479 6.82702 -1.17291
61 C 0.88536 7.07044 0.82500
62 H 1.01334 8.14971 0.72433
63 C 1.25459 6.43027 2.01167
64 H 1.70352 6.99908 2.82526
65 C 1.03961 5.06193 2.17285
66 H 1.31396 4.55366 3.10205
67 H -4.51118 0.63932 -2.01632
68 H -5.46059 -0.34003 -0.86110
69 H -4.89467 -1.06581 -2.38634
70 H -3.01269 -2.59410 1.19617
71 H -4.16233 -3.07509 -0.08836
72 H -4.60162 -1.77206 1.05039
73 C -3.21564 2.96016 0.12162
74 C -3.82618 0.99095 2.27420
75 H -2.55798 3.33130 -0.67439
76 H -3.37234 3.76424 0.85571
77 H -4.18649 2.69943 -0.32677
78 H -3.82926 -0.07284 2.54100
79 H -4.82188 1.25950 1.89559
80 H -3.63590 1.58343 3.18340
81 H 4.32373 1.49909 1.18592
82 H 4.72368 -0.20625 0.99645
83 H 4.46798 0.47260 2.61806
84 H 1.84056 -1.74328 3.33371
85 H 2.80331 -0.33905 3.83321
86 H 3.54706 -1.62357 2.85562
87 H 3.43127 -3.68930 -2.08739
88 H 4.54185 -2.61815 -1.18639
89 H 3.79562 -2.05641 -2.70188
90 H 1.44562 -3.35895 1.29959
91 H 3.21490 -3.07795 1.33535
92 H 2.52021 -4.26669 0.22077
93 N 2.44218 -0.39866 -0.32790
94 C -0.68543 -1.16264 3.37067
95 C -0.29047 -1.52882 1.96300
96 O -0.73967 -2.52711 1.44859
97 O 0.55717 -0.70897 1.30950
98 H -1.71068 -0.77251 3.36050
99 H -0.02157 -0.44635 3.86110
100 H -0.72197 -2.09271 3.95365

Results
* total charge: 0

***

The evaluated energy above the lowest of the compared OMol25 structures with the same formula, charge and spin for the records listed, in turn: 97.8, 157.2 kcal per mole.